[1]
The following is a DFT calculation (ωB97M-V with the def2-TZVPD basis set) of a cluster of 11 separate species, C59H138BN10O23 in total at a distorted geometry.

Structure (XYZ):
```
231
Properties=species:S:1:pos:R:3
O -3.45894 2.72551 1.45926
C -2.74827 1.82168 0.86798
O -2.02875 0.86402 1.48717
B -1.23333 0.10650 0.53642
O -1.42299 0.79414 -0.71890
C -2.27311 1.82335 -0.64807
O -2.59940 2.51926 -1.60959
O -1.81361 -1.29067 0.39590
C -0.82513 -2.03307 0.34084
O -0.81799 -3.16628 -0.10673
C 0.53244 -1.33928 0.82482
O 0.21413 -0.06182 0.92809
O 1.65619 -1.86700 0.98960
C 4.10645 3.69559 0.04316
C 4.49428 3.05571 -1.26387
C 4.80663 1.45750 -1.08917
C 3.50625 0.63380 -0.99143
C 2.54173 0.92492 -2.14531
C 2.20143 2.42820 -2.52776
N 3.45646 3.26924 -2.28271
O 3.36316 4.60658 -2.78998
C 1.78091 2.52434 -4.03727
C 1.05281 2.92505 -1.67853
C 5.87717 3.68607 -1.70848
H 3.89005 4.75965 -0.05194
H 4.78281 3.60504 0.89312
H 3.10710 3.28315 0.18203
H 5.46994 1.01678 -1.83341
H 5.24074 1.38413 -0.09205
H 3.04360 0.82691 -0.02357
H 3.88119 -0.38966 -0.98385
H 1.61489 0.40532 -1.90225
H 2.88987 0.48665 -3.08062
H 0.97816 1.83447 -4.29762
H 1.38488 3.52611 -4.20376
H 2.62569 2.26386 -4.67492
H 1.31009 2.61965 -0.66431
H 1.12755 4.00774 -1.57707
H 0.05479 2.57939 -1.94794
H 6.63005 3.50339 -0.94173
H 5.96258 4.68083 -2.14581
H 6.29016 3.03969 -2.48290
H 3.86534 4.56618 -3.60716
C -5.33099 -0.42436 -4.93650
O -4.39897 -1.21997 -4.13709
C -4.59873 -1.18258 -2.66174
C -3.78859 -2.34479 -1.96392
N -4.61903 -3.53986 -1.88585
C -4.10051 -4.67095 -1.15924
C -4.88410 -5.96165 -1.31986
O -4.98018 -6.17674 -2.75935
C -6.06701 -7.09104 -3.12349
H -5.02503 0.61999 -4.99829
H -6.33017 -0.47192 -4.50351
H -5.49442 -0.64251 -5.99187
H -5.67377 -1.08887 -2.50811
H -4.22174 -0.18692 -2.42797
H -3.50737 -2.17142 -0.92519
H -2.90956 -2.67391 -2.51806
H -4.81736 -3.94543 -2.78934
H -3.88758 -4.35686 -0.13743
H -3.10072 -4.75864 -1.58450
H -5.89043 -5.82567 -0.92374
H -4.37513 -6.76172 -0.78232
H -6.95482 -6.51825 -2.85551
H -5.95808 -7.97681 -2.49768
H -6.07288 -7.38222 -4.17386
C 0.68017 5.67687 0.84466
O 1.68724 5.89015 1.78426
C 2.06659 7.29470 2.04777
C 0.91250 8.09313 2.74939
N 0.66208 7.51554 4.04708
C -0.67398 7.53215 4.61284
C -1.58209 6.52246 3.83489
O -2.97017 6.43631 4.29238
C -4.03469 6.25377 3.34273
H -0.28161 6.07208 1.17160
H 0.44105 4.61840 0.74184
H 0.92043 5.96343 -0.17919
H 2.48137 7.79363 1.17191
H 2.93063 7.29535 2.71225
H -0.00811 8.15876 2.16949
H 1.15958 9.13403 2.95814
H 0.96531 6.55213 4.04524
H -1.08766 8.52864 4.76766
H -0.83001 7.07384 5.58942
H -1.15949 5.52601 3.96370
H -1.65140 6.73466 2.76799
H -3.93950 7.10633 2.67030
H -5.06105 6.34713 3.69763
H -3.89800 5.31940 2.79833
C -0.75212 4.19291 -8.37299
O -2.13469 3.92353 -8.55463
C -2.45950 3.06163 -9.63764
C -1.85134 1.69748 -9.54120
N -2.36030 1.03258 -8.34274
C -1.49470 -0.07695 -7.97175
C -1.66543 -0.45074 -6.45755
O -1.19947 0.66905 -5.69462
C -1.65487 0.64283 -4.31476
H -0.65858 5.05796 -7.71645
H -0.18721 4.35726 -9.29058
H -0.27377 3.28114 -8.01529
H -2.12992 3.58640 -10.53436
H -3.52141 2.82244 -9.69451
H -0.76212 1.67191 -9.57344
H -2.00319 1.08716 -10.43145
H -2.76509 1.63729 -7.64233
H -0.44258 0.20403 -7.92508
H -1.54418 -0.87481 -8.71275
H -1.19656 -1.39742 -6.18911
H -2.69241 -0.59691 -6.12280
H -2.74357 0.58973 -4.31689
H -1.31799 1.60080 -3.91867
H -1.42156 -0.22624 -3.69963
C 3.57115 3.26802 3.75160
O 2.67740 2.31779 4.36759
C 1.58693 1.91837 3.43208
C 0.30607 2.46197 4.03523
N 0.06847 2.14904 5.45507
C -1.00153 3.02707 5.92659
C -2.37730 2.87018 5.29618
O -2.69256 1.45893 5.14211
C -3.95305 1.27791 4.51222
H 3.97171 2.79426 2.85538
H 4.31091 3.45310 4.53044
H 3.14862 4.23209 3.46853
H 1.56142 0.83520 3.31303
H 1.80889 2.23075 2.41166
H -0.61478 2.12337 3.56039
H 0.31149 3.54836 3.94675
H -0.61306 1.42955 5.26029
H -0.60029 4.03606 6.02172
H -1.14314 2.75846 6.97344
H -2.46655 3.38583 4.34002
H -2.99718 3.36571 6.04337
H -3.78646 1.35306 3.43765
H -4.74166 1.96641 4.81580
H -4.32353 0.26137 4.64452
C 3.97691 -0.33370 3.31378
O 3.77023 -1.56031 3.96706
C 4.27848 -2.68124 3.30313
C 3.59215 -3.97814 3.75311
N 3.62425 -4.06672 5.23894
C 4.97369 -4.50621 5.58247
C 4.96632 -5.17896 6.99315
O 3.80243 -6.05902 6.99862
C 3.97143 -7.05414 7.91816
H 4.06893 0.38579 4.12740
H 3.22126 -0.15425 2.54899
H 4.87377 -0.13084 2.72848
H 5.34717 -2.89546 3.31441
H 4.09911 -2.41592 2.26124
H 4.08874 -4.87329 3.37868
H 2.54969 -3.99870 3.43536
H 3.19723 -4.96271 5.42594
H 5.74974 -3.74836 5.47513
H 5.35754 -5.14902 4.79029
H 5.16279 -4.55337 7.86386
H 5.86543 -5.79353 6.94831
H 4.95229 -7.33477 8.30191
H 3.49066 -7.94038 7.50401
H 3.28901 -6.86281 8.74629
C 1.75256 -7.28808 -0.40553
C 1.11050 -6.08677 0.40691
C 0.45486 -6.31423 1.81065
O 1.43390 -6.81026 2.76922
C 1.06767 -8.00686 3.48084
N 2.09248 -4.99867 0.36507
H 2.57536 -7.79152 0.10205
H 2.06800 -6.86575 -1.35960
H 0.97880 -8.00996 -0.66684
H 0.37793 -5.77266 -0.33658
H -0.25111 -7.11789 1.60124
H -0.22889 -5.55524 2.19081
H 1.93716 -8.31646 4.06070
H 0.83132 -8.78216 2.75203
H 0.16783 -8.06235 4.09347
H 2.06100 -4.84056 -0.63198
H 1.72105 -4.15119 0.76993
C 0.77490 -4.34668 8.62932
C 1.43731 -3.80192 7.35444
C 0.43159 -3.27174 6.30161
O 1.24031 -2.61122 5.33583
C 0.39393 -2.14778 4.23192
N 2.34783 -2.72126 7.68471
H -0.13333 -4.94822 8.66620
H 0.41834 -3.51537 9.23750
H 1.55520 -4.91864 9.13142
H 1.97112 -4.59342 6.82843
H -0.19249 -2.49089 6.73624
H -0.00219 -4.22118 5.98776
H 0.11349 -3.05269 3.69286
H 0.93773 -1.43850 3.60799
H -0.49499 -1.56511 4.47360
H 2.91724 -3.06796 8.44345
H 1.82701 -2.04995 8.23078
C 2.61942 -2.90544 -2.60370
C 1.39031 -3.31674 -3.38213
C 1.68540 -3.53347 -4.79119
O 2.51507 -2.59136 -5.57261
C 1.99442 -1.30229 -5.81214
N 0.69205 -4.38650 -2.69745
H 3.04545 -1.93009 -2.83884
H 3.32636 -3.63943 -2.99047
H 2.47681 -2.96271 -1.52459
H 0.70126 -2.47734 -3.28871
H 0.80018 -3.77150 -5.38096
H 2.22993 -4.47759 -4.77582
H 1.50597 -1.00325 -4.88472
H 1.19504 -1.44061 -6.54012
H 2.76148 -0.55821 -6.02677
H -0.07926 -4.65634 -3.29106
H 0.28708 -4.12869 -1.80884
C -3.04963 5.11122 -4.31644
C -3.85226 3.75060 -4.52698
C -5.38139 3.85009 -4.64678
O -6.00975 3.97741 -3.35204
C -6.18468 2.71325 -2.81479
N -3.33931 3.26129 -5.80044
H -2.96681 5.70011 -5.22993
H -2.09026 4.84891 -3.87045
H -3.46094 5.60511 -3.43611
H -3.62270 3.04305 -3.73025
H -5.71018 3.09006 -5.35555
H -5.44530 4.82738 -5.12522
H -6.85838 2.85608 -1.96991
H -5.22050 2.34627 -2.46296
H -6.52914 1.94921 -3.51169
H -2.51450 2.77032 -5.48620
H -2.91382 3.95699 -6.39631
```

Net charge: -2
Highest occupied orbital energy (alpha / beta) in eV: 0.59 / -3.13
2S+1: 2
Calculated total energy in eV: -126078.733
LUMO (alpha / beta) in eV: 3.31 / 3.31

Mulliken population analysis, charges in e, atoms 1 to 2: -0.870 -0.710

=====

[2]
The following is a DFT calculation (ωB97M-V with the def2-TZVPD basis set) of the ion C2H3FO2P with charge -1 at a distorted geometry.

Structure (XYZ):
```
9
Properties=species:S:1:pos:R:3
C 0.98391 -0.64300 -0.44204
C 0.03026 0.03642 0.48913
O -2.44635 0.99579 1.24416
O -1.37715 2.08211 -0.76306
F 2.30601 -0.89243 -0.13235
P -1.43673 0.92633 0.15826
H 1.02647 -0.15569 -1.41038
H 0.85913 -1.78544 -0.65302
H 0.05445 -0.56408 1.50929
```

Net charge: -1
Highest occupied orbital energy in eV: -3.65
Energy above the lowest of the compared OMol25 structures with the same formula, charge and spin in kJ/mol: 268.6
Calculated total energy in eV: -18224.927
LUMO in eV: 4.06

natural (NBO) population analysis, charges in e, atoms 1 to 2: 0.034 -1.000

=====

[3]
The following is a DFT calculation (ωB97M-V with the def2-TZVPD basis set) of a structure of composition C22H42Cl3CrN2O4SSi at a distorted geometry.

Structure (XYZ):
```
76
Properties=species:S:1:pos:R:3
C 0.75691 4.63537 0.58592
C -0.55101 4.04354 1.00031
H 0.65523 5.60675 0.09480
H 1.21090 3.93237 -0.13160
H 1.44142 4.75211 1.43316
C -1.71931 4.70823 1.08127
C -1.90093 6.15691 0.73179
H -2.63556 4.18229 1.38913
H -1.04002 6.57029 0.19365
H -2.05848 6.76444 1.63281
H -2.79221 6.28412 0.10343
Cr 0.38190 0.11233 -0.49431
Cl 1.49986 0.01328 1.53899
Cl 2.15354 0.54418 -1.74200
H 2.04281 -5.21768 -1.24906
H 4.24830 -4.43732 -0.33087
C 1.95858 -4.27238 -1.81347
C 4.13083 -3.50211 -0.88956
N 2.71814 -3.22862 -1.12933
H 0.91155 -3.96224 -1.87940
C 2.14018 -2.07472 -0.82253
O 0.92392 -1.80851 -1.03095
H 4.55365 -2.68234 -0.30176
H 2.79656 -1.33739 -0.34260
H 2.36268 -4.43097 -2.82874
H 4.68151 -3.58279 -1.82678
H -0.76821 3.47258 -2.05152
H -3.51893 3.10517 -1.24301
C -1.11331 2.83400 -2.87031
C -3.47366 2.50596 -2.17330
N -2.15173 1.92528 -2.39662
H -0.27744 2.25021 -3.25569
C -1.89382 0.66056 -2.06784
O -0.74534 0.13230 -2.16857
H -4.23112 1.70492 -2.12130
H -2.76002 0.04678 -1.73654
H -1.56322 3.44922 -3.64635
H -3.70106 3.17718 -3.01249
O -0.13339 2.04110 -0.09510
C -0.48223 2.52673 1.13727
C -2.93856 1.57182 1.34370
C -1.71559 1.91771 1.91155
H -3.05514 1.60520 0.24996
C -4.04262 1.29837 2.16208
H 0.36907 2.31635 1.78870
C -1.60232 1.87852 3.31444
H -5.01210 1.07195 1.70497
C -3.94988 1.33872 3.55437
C -2.71312 1.61799 4.12902
H -0.64844 2.13174 3.76051
H -4.82578 1.13917 4.18570
H -2.59683 1.64338 5.20787
Si 4.22497 1.91707 -2.86076
Cl 2.83624 3.38551 -1.98237
C 3.54950 1.22472 -4.47818
C 5.11816 0.72977 -1.68765
C 5.81382 2.79778 -3.59856
H 2.47668 0.98651 -4.42676
H 4.09572 0.30386 -4.74465
H 3.71059 1.93242 -5.30826
H 5.60630 3.41623 -4.48283
H 6.50349 2.00176 -3.92502
H 6.34794 3.42300 -2.87813
H 4.45105 0.05907 -1.13143
H 5.68975 1.28795 -0.93293
H 5.84610 0.10276 -2.22477
C -2.99682 -2.04098 1.78388
S -1.36735 -1.26648 1.81276
C -0.42801 -2.79261 1.87495
O -1.25284 -0.69396 0.39418
H -2.99488 -2.89577 2.46605
H -3.25281 -2.36164 0.76784
H -3.72520 -1.30404 2.13354
H -0.45019 -3.30376 0.90605
H 0.58544 -2.51209 2.16706
H -0.88151 -3.42532 2.66085
```

Net charge: -1
Highest occupied orbital energy (alpha / beta) in eV: -1.24 / -4.60
Energy above the lowest of the compared OMol25 structures with the same formula, charge and spin in kJ/mol: 91.7
2S+1: 5
Calculated total energy in eV: -119371.944
LUMO (alpha / beta) in eV: 2.33 / 2.31

Mulliken population analysis, charges in e, atoms 1 to 2: -0.744 0.133

=====

[4]
The following is a DFT calculation (ωB97M-V with the def2-TZVPD basis set) of the molecule C6H4N4O at a distorted geometry.

Structure (XYZ):
```
15
Properties=species:S:1:pos:R:3
C -1.27945 -0.56368 -0.05055
C 0.87073 -0.04105 0.01246
C 2.28718 -0.46896 0.00909
C 3.20943 0.66977 -0.04469
C -1.08655 0.91333 -0.04025
C -2.09933 1.84427 -0.06294
H -3.08130 -0.87515 0.09518
H -2.33358 -2.32694 0.33657
H 2.24439 -1.17723 0.87886
H 2.46310 -0.82666 -0.94340
N -2.40066 -1.36295 -0.11612
N 3.97296 1.59942 -0.05118
N 0.29474 1.12631 0.03320
N -3.01161 2.56817 0.00119
O -0.05006 -1.07865 -0.05740
```

Structure (SMILES): N#CCc1nc(C#N)c(N)o1
Highest occupied orbital energy in eV: -8.78
Energy above the lowest of the compared OMol25 structures with the same formula, charge and spin in kJ/mol: 139.6
Calculated total energy in eV: -14291.927
LUMO in eV: 0.19

natural (NBO) population analysis, charges in e, atoms 1 to 2: 0.528 0.467